Record 1
The following is a DFT calculation (ωB97M-V with the def2-TZVPD basis set) of C4H9NO5 as an isolated structure.

Geometry as ORCA input:
```
! wB97M-V def2-TZVPD RIJCOSX def2/J DEFGRID3
* xyz 0 1
C 1.01200 -1.49107 4.00905
C 0.96086 -1.25296 2.55318
C -0.16282 -0.23518 2.23830
O 0.01391 -0.35052 0.89359
C -1.00941 0.33880 -0.39862
O -0.68382 -0.25159 -1.41941
O -3.43977 2.40898 -2.77558
N -2.27020 2.57563 -3.20737
O -1.98412 2.69424 -4.46277
O 0.74848 -2.45620 1.86065
H 1.15347 -0.48717 4.45453
H 0.04859 -1.90042 4.32273
H 1.85718 -2.11568 4.28302
H 1.90595 -0.83130 2.15961
H -1.10155 -0.52935 2.78123
H 0.08553 0.73053 2.73115
H -1.95706 0.19479 0.13727
H -0.92696 1.33367 0.08482
H 0.71134 -2.14066 0.90182
*
```

Computed properties:
E (a.u.): -588.434752
Highest occupied orbital energy (spin up / spin down) (eV): -9.39 / -9.43
Gap between HOMO and LUMO (spin up / spin down) (Eh): 0.221 / 0.221

=====

Record 2
The following is a DFT calculation (ωB97M-V with the def2-TZVPD basis set) of a 7-piece molecular cluster, C33H78N3O13P overall.

Geometry as ORCA input:
```
! wB97M-V def2-TZVPD RIJCOSX def2/J DEFGRID3
* xyz 0 1
C 6.60412 1.05640 -5.18002
C 7.56218 0.59651 -4.11701
O 7.29200 1.17718 -2.82224
P 6.09163 0.68881 -1.94397
O 4.85480 0.38946 -2.65651
O 6.72076 -0.52116 -1.14286
C 5.84545 -1.53559 -0.60058
C 6.52582 -2.88379 -0.67865
O 6.07333 1.79643 -0.83034
C 5.83642 3.19230 -1.09896
C 4.57985 3.46659 -1.88124
H 7.07270 0.91985 -6.15899
H 5.62512 0.58992 -5.15256
H 6.48384 2.14196 -5.11071
H 7.64604 -0.49015 -4.02071
H 8.57996 0.92620 -4.33225
H 5.60639 -1.26361 0.43166
H 4.89044 -1.55129 -1.12783
H 6.84103 -3.05804 -1.71000
H 7.35156 -3.02328 0.01185
H 5.77754 -3.66098 -0.49499
H 5.76535 3.66847 -0.11939
H 6.75395 3.58243 -1.54218
H 4.57734 4.52654 -2.18082
H 4.49942 2.91828 -2.81586
H 3.67591 3.39239 -1.27753
C 1.82073 -0.99979 -1.37692
C 1.39614 0.44860 -1.26252
N 0.33203 0.67582 -0.28545
C -0.32764 1.96690 -0.50268
C -1.04974 2.08561 -1.83223
C 0.89809 0.66429 1.04329
C -0.13299 0.63562 2.18227
H 2.51131 -1.07058 -2.22261
H 1.00274 -1.68748 -1.59067
H 2.35578 -1.32584 -0.48477
H 2.28997 1.05678 -1.02240
H 1.08131 0.83024 -2.23236
H -1.06104 2.09558 0.29196
H 0.43049 2.77320 -0.42925
H -1.61330 3.02022 -1.85747
H -0.38754 2.12129 -2.70195
H -1.68364 1.22269 -2.03639
H 1.58464 1.52097 1.19774
H 1.52294 -0.21459 1.21680
H 0.36179 0.38517 3.11935
H -0.93677 -0.03472 1.87819
H -0.57217 1.61818 2.38414
C -3.92164 -1.72931 -0.78309
C -5.27701 -1.27609 -1.34095
N -5.22510 -0.44897 -2.53719
C -4.80859 0.92493 -2.28084
C -5.15079 1.90328 -3.38792
C -4.62110 -1.08793 -3.68732
C -5.66823 -1.46745 -4.72883
H -3.49029 -2.56062 -1.34294
H -4.07821 -2.12869 0.22620
H -3.19367 -0.92251 -0.68804
H -5.91563 -2.13631 -1.55683
H -5.77153 -0.67276 -0.57570
H -5.24323 1.19291 -1.31465
H -3.71855 0.96024 -2.10825
H -6.08132 1.64296 -3.89014
H -5.14435 2.92118 -3.00810
H -4.35653 1.86559 -4.14069
H -4.03412 -1.95683 -3.37926
H -3.91535 -0.38571 -4.14348
H -6.55145 -1.91364 -4.26943
H -5.31016 -2.18636 -5.47402
H -5.99804 -0.58669 -5.28335
C -0.00625 -4.99515 -0.79932
C -1.15090 -5.57799 0.03915
N -0.96703 -5.33633 1.47079
C -1.37340 -3.99257 1.85987
C -0.72418 -3.54396 3.16470
C -1.63813 -6.35523 2.25538
C -0.86023 -7.68082 2.29359
H -0.07670 -5.34432 -1.83173
H 0.97775 -5.30504 -0.43793
H -0.00577 -3.90377 -0.78347
H -2.06680 -5.05780 -0.28972
H -1.18348 -6.64622 -0.15517
H -1.11391 -3.29829 1.05662
H -2.47616 -3.93872 1.95887
H -0.80653 -2.46387 3.28301
H -1.24740 -4.03978 3.97718
H 0.33263 -3.78892 3.06795
H -2.66617 -6.52462 1.89598
H -1.70115 -6.01261 3.28806
H -1.03197 -8.30447 1.41499
H -1.17997 -8.26778 3.15721
H 0.20456 -7.47428 2.38674
C -2.35363 4.97863 1.05997
O -3.00667 5.50690 -0.08315
C -4.11730 4.85938 -0.43348
O -4.57129 3.89440 0.11947
O -4.65710 5.50358 -1.48069
C -5.99695 5.15940 -1.79231
H -3.01387 4.83898 1.91256
H -1.55397 5.67753 1.29766
H -1.87660 4.02219 0.83399
H -6.12223 5.02809 -2.86164
H -6.68425 5.94434 -1.45449
H -6.35289 4.28775 -1.24588
C -4.04156 1.19968 1.90629
O -4.43274 2.29820 2.69898
C -3.76997 2.48506 3.83041
O -2.81478 1.86579 4.21853
O -4.39096 3.46569 4.50233
C -3.76139 3.88736 5.70121
H -4.82132 1.01005 1.17757
H -3.88624 0.31330 2.52443
H -3.10242 1.40729 1.38952
H -3.21187 3.07764 6.17896
H -4.55194 4.21213 6.37467
H -3.05894 4.70692 5.54201
C 4.47457 1.29683 2.13094
O 5.13621 1.22231 3.40582
C 4.50964 0.46872 4.30279
O 3.40507 0.01088 4.19038
O 5.32681 0.29520 5.34705
C 4.96353 -0.73712 6.26024
H 4.61254 0.32182 1.66729
H 4.95738 2.06754 1.54478
H 3.41816 1.51329 2.25843
H 3.88349 -0.86193 6.32477
H 5.36640 -0.46823 7.22989
H 5.37704 -1.68827 5.91939
*
```

Computed properties:
SMILES: CCOP(=O)(OCC)OCC.CCN(CC)CC.CCN(CC)CC.CCN(CC)CC.COC(=O)OC.COC(=O)OC.COC(=O)OC
E (a.u.): -2787.975400
Highest occupied orbital energy (eV): -7.93
Gap between HOMO and LUMO (Eh): 0.316